109
Properties=species:S:1:pos:R:3:forces:R:3 method="wB97M-V/def2-TZVPD" e_homo_ev="-7.78 / -7.99" spin_multiplicity=2 s_squared=0.880
Re -2.0401 0.5377 -0.8759 0.47 2.98 -0.91
O -5.2865 4.4781 2.8318 0.05 -0.07 -0.04
C -5.7107 3.3327 2.1035 0.00 -0.06 0.14
C -4.6763 2.9868 1.0219 0.23 0.08 -0.36
C -4.6707 4.2062 0.0705 -0.12 -0.11 0.10
O -3.6630 4.1176 -0.9071 0.43 -0.21 0.09
C -3.3409 2.7339 1.7317 -0.03 0.16 -0.21
Se -1.7082 2.3950 0.6863 -0.19 -0.89 -0.29
C -5.1797 1.6851 0.3833 0.04 0.09 -0.16
Se -4.4223 1.0212 -1.3020 0.45 -0.01 0.45
H -5.9558 4.7075 3.4802 -0.06 -0.02 0.03
H -6.6734 3.5175 1.6142 -0.03 0.02 0.00
H -5.8304 2.4712 2.7714 0.00 -0.01 0.01
H -4.5227 5.1058 0.6720 -0.09 0.01 0.07
H -5.6648 4.2620 -0.3910 0.01 -0.01 -0.01
H -3.8507 4.6479 -1.6871 -0.20 -0.07 -0.03
H -3.4550 1.8566 2.3729 -0.03 0.04 0.07
H -3.0995 3.5846 2.3626 0.09 0.04 0.04
H -6.2468 1.7755 0.1728 -0.04 -0.04 -0.03
H -5.0443 0.8665 1.0933 -0.11 0.04 0.11
C 7.1383 2.4340 -0.2167 -0.13 0.02 0.12
S 5.8188 2.7772 0.9682 -0.02 0.00 -0.08
C 4.4274 2.0975 0.0234 0.19 0.08 0.17
C 3.1241 2.4090 0.7422 0.06 -0.21 -0.12
C 1.8935 1.8030 0.0633 -0.05 -0.05 0.25
N 1.8229 0.3019 -0.0519 -0.09 0.07 -0.11
P 1.1397 -0.3542 1.4698 -0.02 -0.10 0.06
C 2.5481 -0.1139 2.6067 -0.06 0.05 -0.01
C 2.2624 0.4035 3.8658 0.01 0.03 -0.01
C 3.2831 0.6351 4.7817 0.02 0.00 0.03
C 4.5970 0.3633 4.4343 -0.02 -0.02 -0.02
C 4.8889 -0.1718 3.1832 0.01 0.00 -0.02
C 3.8693 -0.4202 2.2809 0.02 0.00 -0.02
C 1.1649 -2.2043 1.3524 -0.02 -0.02 0.20
C 0.2114 -2.8585 0.5678 -0.15 -0.02 0.13
C 0.1515 -4.2404 0.4914 -0.03 0.06 -0.02
C 1.0243 -5.0131 1.2457 -0.01 0.05 0.00
C 1.9200 -4.3868 2.0972 0.05 -0.01 -0.01
C 1.9909 -2.9996 2.1528 -0.07 0.05 -0.11
P 0.7865 -0.0833 -1.4188 0.29 -0.23 0.54
C 1.3778 -1.7663 -1.8645 -0.16 -0.01 -0.07
C 2.5117 -2.3365 -1.2954 0.10 0.00 -0.11
C 2.9335 -3.5953 -1.6976 0.03 0.05 -0.01
C 2.2276 -4.2928 -2.6709 -0.02 0.04 0.05
C 1.1111 -3.7160 -3.2591 0.01 -0.08 -0.03
C 0.6949 -2.4532 -2.8652 0.01 0.07 0.09
C 1.6406 0.7231 -2.8317 -0.21 0.10 0.00
C 0.9239 1.1220 -3.9546 0.00 -0.02 -0.02
C 1.5938 1.5965 -5.0775 0.02 -0.01 0.00
C 2.9762 1.6587 -5.0893 0.00 0.00 0.01
C 3.6966 1.2375 -3.9758 0.02 0.00 -0.03
C 3.0347 0.7658 -2.8575 0.00 0.04 0.04
H 8.0548 2.8520 0.1958 0.02 -0.03 -0.04
H 6.9239 2.9127 -1.1720 0.04 -0.01 0.00
H 7.2613 1.3598 -0.3553 0.04 0.02 -0.03
H 4.5747 1.0201 -0.0779 -0.07 0.01 -0.04
H 4.4419 2.5574 -0.9670 -0.07 -0.08 -0.04
H 2.9756 3.4926 0.7381 -0.04 -0.01 0.01
H 3.1950 2.1068 1.7839 -0.01 0.02 0.07
H 1.8780 2.2023 -0.9469 -0.10 0.05 -0.15
H 1.0054 2.1854 0.5813 -0.01 -0.05 -0.03
H 1.2356 0.6383 4.1262 0.04 0.01 -0.01
H 3.0528 1.0381 5.7605 0.00 0.00 -0.04
H 5.3983 0.5672 5.1337 -0.03 -0.01 -0.01
H 5.9147 -0.3866 2.9117 -0.02 0.01 0.01
H 4.0944 -0.8532 1.3131 0.01 0.05 -0.01
H -0.4901 -2.2868 -0.0233 -0.08 0.11 -0.07
H -0.5697 -4.7066 -0.1699 0.02 0.01 0.02
H 0.9974 -6.0931 1.1752 -0.02 0.01 0.03
H 2.5816 -4.9762 2.7216 -0.03 0.02 -0.03
H 2.6953 -2.5470 2.8346 0.04 0.01 -0.03
H 3.0459 -1.8027 -0.5201 0.03 -0.03 -0.08
H 3.8151 -4.0359 -1.2466 -0.04 0.01 0.01
H 2.5467 -5.2844 -2.9680 0.01 0.03 -0.01
H 0.5549 -4.2489 -4.0210 0.00 0.05 0.02
H -0.1702 -2.0086 -3.3371 0.09 -0.04 -0.06
H -0.1539 1.0615 -3.9585 0.04 -0.01 -0.03
H 1.0257 1.9260 -5.9383 0.00 -0.04 0.02
H 3.4958 2.0237 -5.9663 0.00 0.01 0.02
H 4.7795 1.2652 -3.9873 -0.01 0.01 0.01
H 3.5977 0.4256 -1.9982 -0.01 -0.05 -0.01
N -4.6694 -4.5982 3.3749 -0.06 0.07 -0.08
C -3.7367 -3.6941 3.7050 0.13 -0.12 0.36
S -2.9907 -3.7346 5.1751 -0.04 0.09 -0.21
C -3.4003 -2.6797 2.6611 -0.03 0.14 -0.22
C -2.6398 -1.5603 2.9701 -0.06 -0.10 0.14
C -2.3145 -0.6497 1.9888 0.07 0.03 0.12
N -2.6724 -0.7934 0.7006 -0.04 -0.32 0.13
C -3.4475 -1.8510 0.4064 -0.03 -0.09 -0.14
C -3.8262 -2.7897 1.3403 -0.02 -0.17 0.13
H -4.9256 -5.2793 4.0694 0.00 -0.03 -0.03
H -5.1897 -4.5627 2.5164 -0.01 0.01 0.04
H -2.2990 -1.4095 3.9850 0.02 0.03 -0.03
H -1.7407 0.2316 2.2252 0.16 -0.04 -0.05
H -3.7696 -1.9454 -0.6176 -0.01 0.02 -0.02
H -4.4344 -3.6159 0.9959 0.08 0.06 -0.08
B -2.7815 -3.1393 -3.7503 -0.13 -0.22 -0.32
C -2.4730 -1.9024 -2.8709 -0.11 0.04 0.22
N -2.2621 -1.0198 -2.1483 0.04 -0.50 -0.45
H -2.0129 -3.1597 -4.6868 0.06 0.03 0.08
H -3.9283 -3.0290 -4.1247 0.03 -0.02 0.07
H -2.6267 -4.1024 -3.0226 0.01 0.06 0.04
Cl 0.0769 4.9395 -3.5950 -0.01 -0.03 -0.02
C -0.6572 4.0031 -2.2716 -0.03 -0.20 0.08
C -1.6907 3.0027 -2.7937 -0.52 0.53 -0.07
O -2.5988 3.3700 -3.4994 0.23 -0.29 0.06
O -1.4689 1.7632 -2.4131 -0.31 -0.97 0.71
H -1.1568 4.7020 -1.6059 -0.01 -0.02 0.01
H 0.1349 3.4879 -1.7417 0.12 0.01 0.04

15
Properties=species:S:1:pos:R:3:forces:R:3 method="wB97M-V/def2-TZVPD" smiles="CC1=PC1(C)C" e_homo_ev=-8.23
C 0.4385 -2.1747 -0.0188 -1.92 0.41 1.83
C 1.0351 -0.8480 0.1041 3.78 2.25 -0.93
P 2.4469 0.2494 0.0873 -2.89 -2.84 0.09
C 0.5594 0.5204 -0.0036 0.35 1.32 -0.32
C -0.0463 1.0579 1.2536 -1.27 1.34 1.44
C 0.0364 1.1390 -1.2968 -0.85 2.40 3.17
H -0.4083 -2.0666 -0.6886 -0.15 -0.10 -0.49
H -0.1605 -2.3593 0.9994 1.70 -0.32 -1.88
H 1.1094 -2.9239 -0.4182 0.03 -0.39 0.66
H 0.1278 0.2508 1.9769 -0.31 0.62 0.41
H -1.1623 1.2207 1.1406 1.01 -0.30 0.15
H 0.3448 2.0600 1.7083 -0.30 -1.74 -1.10
H 0.1916 2.2675 -1.2237 -0.10 -1.41 -0.32
H -1.0085 0.9840 -1.4519 -1.06 -0.10 0.19
H 0.4827 0.7413 -2.1035 1.97 -1.15 -2.91

13
Properties=species:S:1:pos:R:3:forces:R:3 method="wB97M-V/def2-TZVPD" smiles="C#C[C@H](C=O)CO" e_homo_ev=-9.75
C 1.8444 -0.7132 1.0402 -0.43 -0.44 -1.14
C 1.1786 -0.2167 0.1645 0.33 -1.67 -0.70
C 0.0977 0.1736 -0.8015 0.43 -0.10 0.65
C 0.0810 1.6467 -0.4620 0.17 0.53 0.67
O 0.6386 1.9380 0.5699 -0.66 1.29 -0.33
C -1.0989 -0.6908 -0.3051 -0.13 -0.04 -0.29
O -1.5479 -0.2934 0.9569 0.04 -0.10 0.25
H 2.3676 -1.4939 1.5322 0.34 0.28 0.51
H 0.2093 -0.0172 -1.8903 0.58 -0.01 0.74
H -0.3041 2.4501 -1.1013 -0.39 -0.25 -0.27
H -0.7042 -1.7197 -0.2951 -0.24 0.18 -0.06
H -1.9601 -0.6680 -0.9766 0.12 0.24 -0.01
H -0.8021 -0.3956 1.5682 -0.15 0.10 -0.03

59
Properties=species:S:1:pos:R:3:forces:R:3 method="wB97M-V/def2-TZVPD" e_homo_ev=-8.17
Zn 1.1715 1.2664 2.2011 0.12 -0.24 0.53
C 1.8499 -0.4576 -1.8074 -0.14 0.02 0.06
C 2.3255 0.5516 -0.7727 0.28 -0.10 -0.14
C 2.7913 1.8399 -1.4412 -0.16 0.04 0.08
C 3.4527 -0.0186 0.0754 -0.07 -0.04 0.04
O 1.2373 0.8317 0.1508 0.06 0.08 -0.27
Si -0.3724 1.2624 -0.1532 -0.47 0.31 0.28
S -0.9065 1.9749 1.7439 -0.18 0.05 -0.30
O -1.2580 0.0264 -0.7225 0.17 0.00 -0.12
C -2.2377 -0.9243 -0.2709 0.00 -0.03 0.06
C -3.5997 -0.2459 -0.2581 0.02 -0.01 0.01
C -2.2019 -2.0498 -1.2952 -0.01 0.02 0.00
C -1.8956 -1.4577 1.1133 0.10 0.06 -0.03
O -0.2728 2.3748 -1.3328 0.20 -0.06 -0.09
C -1.2331 2.9927 -2.2047 -0.05 -0.03 0.04
C -0.5805 4.2786 -2.6869 0.03 0.02 0.04
C -2.5119 3.3045 -1.4360 0.08 -0.05 0.06
C -1.5077 2.0475 -3.3669 -0.03 -0.03 0.02
H 2.6796 -0.7463 -2.4533 -0.01 0.01 -0.01
H 1.0552 -0.0318 -2.4246 0.03 -0.02 0.00
H 1.4552 -1.3510 -1.3203 0.03 -0.01 0.00
H 3.6845 1.6378 -2.0339 0.00 0.01 0.01
H 3.0339 2.5868 -0.6827 0.05 0.00 -0.02
H 2.0168 2.2511 -2.0859 0.02 -0.02 0.01
H 4.2914 -0.2979 -0.5624 0.02 0.02 0.01
H 3.1261 -0.8982 0.6312 0.01 0.02 -0.03
H 3.8033 0.7295 0.7920 0.00 -0.04 0.01
H -3.8590 0.1162 -1.2549 0.01 0.01 0.02
H -3.5930 0.5926 0.4408 -0.02 -0.01 -0.01
H -4.3645 -0.9567 0.0602 -0.01 0.03 0.00
H -2.4372 -1.6624 -2.2880 0.02 -0.02 0.01
H -2.9277 -2.8231 -1.0380 0.01 0.01 -0.01
H -1.2063 -2.4965 -1.3219 -0.02 -0.01 -0.01
H -1.9751 -0.6746 1.8671 0.01 -0.02 -0.01
H -0.8760 -1.8472 1.1208 -0.10 0.00 0.02
H -2.5772 -2.2694 1.3737 0.02 0.00 0.01
H -0.3493 4.9168 -1.8327 -0.02 0.01 -0.03
H -1.2485 4.8178 -3.3607 0.02 -0.01 -0.01
H 0.3495 4.0582 -3.2135 -0.02 0.00 -0.01
H -2.2748 3.8534 -0.5230 -0.02 0.02 -0.04
H -3.0278 2.3839 -1.1589 -0.02 0.01 0.01
H -3.1833 3.9075 -2.0489 -0.02 -0.03 0.01
H -0.5997 1.8902 -3.9528 -0.01 0.00 0.01
H -2.2785 2.4613 -4.0203 0.03 0.00 -0.01
H -1.8469 1.0832 -2.9863 -0.02 0.02 -0.03
S 2.1664 1.4708 4.3702 -0.07 0.18 -0.29
C 1.8558 -0.1992 4.1551 0.13 -0.21 0.05
N 1.6623 -0.6842 2.9475 -0.05 -0.12 0.06
C 1.4458 -2.0569 2.9629 0.02 0.09 0.04
C 1.2912 -2.8812 1.8521 -0.05 0.00 -0.04
C 1.0460 -4.2281 2.0469 0.03 0.02 -0.01
C 0.9664 -4.7660 3.3332 -0.01 0.01 0.02
C 1.1612 -3.9649 4.4453 0.05 -0.02 -0.01
C 1.4194 -2.6149 4.2462 -0.03 0.03 0.04
S 1.7335 -1.3733 5.4289 0.02 -0.01 0.01
H 1.3500 -2.4590 0.8569 -0.02 0.00 0.00
H 0.9120 -4.8735 1.1883 0.00 0.00 0.01
H 0.7526 -5.8188 3.4635 0.03 0.01 0.00
H 1.1165 -4.3795 5.4442 0.01 0.00 -0.02

65
Properties=species:S:1:pos:R:3:forces:R:3 method="wB97M-V/def2-TZVPD" e_homo_ev=-18.57 total_charge=+4
Ta 0.2214 0.6047 -0.3399 -0.52 0.21 -0.57
C -4.3981 2.1578 0.7254 -0.01 -0.01 0.02
C -3.6636 1.7204 1.8304 -0.01 -0.02 -0.01
C -2.2823 1.7119 1.7805 0.03 -0.09 -0.05
C -1.6330 2.1541 0.6128 -0.03 0.07 -0.08
C -2.3717 2.5869 -0.4992 -0.04 0.17 0.10
C -3.7600 2.5755 -0.4385 0.03 0.02 -0.02
N -0.2084 2.2358 0.5558 0.01 -0.03 0.40
C 0.6624 2.9534 1.4233 0.01 0.16 -0.16
C 0.5321 4.2609 1.8272 0.00 0.00 0.00
C 1.5307 4.7802 2.6565 -0.01 0.00 0.01
C 2.6197 4.0140 3.0746 -0.01 0.02 0.01
C 2.7341 2.6874 2.6975 -0.03 -0.01 0.02
C 1.7457 2.1813 1.8587 -0.05 0.06 0.02
N 1.5517 0.8511 1.4692 0.14 -0.31 -0.15
N 1.9580 -0.0874 2.1731 0.00 0.01 0.11
C 1.4092 -1.3299 1.7927 -0.05 0.01 0.00
C 1.7752 -2.4497 2.5019 0.01 -0.02 0.00
C 1.1782 -3.6661 2.1736 0.02 0.00 0.02
C 0.2359 -3.6973 1.1578 -0.03 0.00 -0.03
C -0.0805 -2.5225 0.4981 0.09 -0.01 0.03
N 0.4869 -1.3399 0.7931 -0.11 -0.05 -0.05
H -5.4782 2.2029 0.7909 0.00 0.01 0.00
H -4.1752 1.4197 2.7353 0.00 0.00 0.00
H -1.6971 1.4161 2.6445 0.00 0.03 0.01
H -1.8479 3.0205 -1.3441 0.00 -0.05 -0.04
H -4.3396 2.9644 -1.2664 0.00 -0.01 -0.01
H -0.3050 4.8711 1.5149 0.00 0.00 0.00
H 1.4560 5.8100 2.9811 0.00 0.00 0.00
H 3.3728 4.4582 3.7107 0.00 0.00 0.00
H 3.5543 2.0680 3.0352 0.00 0.00 -0.01
H 2.5029 -2.3576 3.2977 0.00 0.00 0.00
H 1.4441 -4.5682 2.7106 0.00 0.00 0.00
H -0.2542 -4.6198 0.8792 0.01 0.00 -0.01
H -0.8111 -2.5172 -0.2982 0.03 -0.04 -0.02
Cl -0.0287 2.9267 -4.7137 -0.01 0.00 -0.01
C 1.2529 1.9178 -4.2264 0.02 0.00 0.01
C 2.3428 1.6733 -5.0858 0.01 0.01 0.01
C 3.3889 0.8785 -4.6870 -0.01 0.01 0.01
Cl 4.7019 0.6135 -5.7340 0.00 0.00 0.00
C 3.3924 0.2737 -3.3866 -0.01 0.00 -0.01
C 4.4193 -0.5119 -2.8600 0.01 0.00 0.02
C 4.2977 -1.0050 -1.5683 0.00 0.00 -0.01
C 3.1716 -0.7241 -0.8223 0.01 0.01 -0.01
N 2.1402 0.0203 -1.2791 0.04 -0.01 0.01
C 2.2787 0.5174 -2.5609 0.01 0.01 0.01
C 1.2394 1.3349 -2.9806 0.03 -0.12 -0.07
O 0.3008 1.5232 -2.0188 -0.12 -0.12 0.19
H 2.3546 2.1349 -6.0643 0.00 0.00 0.00
H 5.3025 -0.7222 -3.4507 0.00 0.00 0.00
H 5.0797 -1.6089 -1.1304 0.00 0.00 0.00
H 3.1000 -1.1181 0.1788 0.01 0.01 0.00
N -4.7348 -2.3727 -2.4253 0.00 0.01 0.06
C -4.0877 -1.0111 -2.2917 0.01 0.03 -0.02
C -3.0184 -0.9144 -1.1758 -0.14 0.01 0.13
N -1.7212 -0.3627 -1.6383 0.79 0.15 0.43
H -5.4377 -2.3576 -3.1754 0.00 0.00 0.00
H -5.2299 -2.6547 -1.5725 -0.01 0.00 -0.01
H -4.0722 -3.1173 -2.6594 -0.01 0.00 -0.02
H -4.9088 -0.3226 -2.1023 0.04 0.05 -0.02
H -3.6720 -0.7720 -3.2703 0.00 -0.03 -0.01
H -2.8507 -1.8815 -0.6988 0.03 -0.02 -0.08
H -3.3853 -0.2466 -0.3973 0.02 -0.01 0.03
H -1.8675 0.5596 -2.0503 -0.16 -0.06 -0.14
H -1.3137 -0.9360 -2.3769 -0.05 -0.01 -0.05